A structure of composition C17H25N5O2OsS, computed with ωB97M-V/def2-TZVPD.

For the total energy, the calculation gives -1574.31766 Ha. The calculation puts the molecular weight at 553.72 g/mol. The HOMO-LUMO gap (spin up / spin down) is 5.099 / 5.110 eV.

```
! wB97M-V def2-TZVPD RIJCOSX def2/J DEFGRID3
* xyz 4 1
Os -0.044 -0.001 -0.840
C -2.306 1.623 -2.590
O -1.612 0.381 -2.239
C -2.327 -0.813 -2.682
C -1.395 -1.977 -2.601
O -0.796 -1.955 -1.273
C -0.285 -3.249 -0.835
H -2.391 1.688 -3.672
H -1.722 2.453 -2.204
H -3.304 1.629 -2.151
H -2.681 -0.682 -3.706
H -3.192 -0.956 -2.031
H -0.602 -1.939 -3.354
H -1.960 -2.898 -2.752
H 0.555 -3.556 -1.458
H -1.075 -3.993 -0.909
H 0.014 -3.149 0.204
C 4.204 -1.873 1.748
N 2.917 -1.490 2.367
C 2.644 -1.561 3.677
C 1.335 -1.140 3.859
N 0.824 -0.826 2.637
C 1.809 -1.025 1.713
S 1.862 -0.725 0.064
C -0.531 -0.413 2.400
C -1.423 -0.446 3.456
C -2.733 -0.029 3.273
C -3.125 0.415 2.023
C -2.191 0.400 1.009
N -0.910 -0.009 1.170
H 4.925 -2.083 2.533
H 4.584 -1.068 1.123
H 4.075 -2.767 1.140
H 3.355 -1.897 4.420
H 0.808 -1.046 4.794
H -1.129 -0.805 4.430
H -3.430 -0.050 4.102
H -4.132 0.762 1.833
H -2.465 0.741 0.022
C 1.393 1.946 -3.219
C 1.132 2.549 -1.889
N 0.591 1.906 -0.826
C 0.573 2.809 0.242
C 1.081 3.978 -0.188
N 1.422 3.787 -1.518
H 1.039 0.911 -3.261
H 2.462 1.950 -3.445
H 0.919 2.516 -4.021
H 0.178 2.566 1.212
H 1.224 4.911 0.334
H 1.836 4.495 -2.118
*
```

---

An isolated molecule of C17H25NO4, computed with ωB97M-V/def2-TZVPD.

For the total energy, the calculation gives -1018.48071 Ha. The energy above the lowest of the compared OMol25 structures with the same formula, charge and spin comes out at 45.47 kcal/mol. The calculation puts the molecular weight at 307.39 g/mol. The HOMO-LUMO gap is 8.899 eV.

```
! wB97M-V def2-TZVPD RIJCOSX def2/J DEFGRID3
* xyz 0 1
C 2.612 -0.754 1.063
H 2.754 -0.254 0.108
H 3.546 -1.233 1.342
H 2.342 -0.019 1.817
C 1.508 -1.809 0.930
C 1.457 -2.659 2.207
H 0.548 -3.251 2.243
H 1.476 -2.008 3.077
H 2.322 -3.318 2.240
C 0.164 -1.093 0.692
H -0.197 -0.713 1.647
H 0.340 -0.248 0.027
C -0.936 -1.968 0.073
O -1.382 -2.860 1.086
H -2.090 -3.406 0.725
C -0.351 -2.759 -1.106
C 0.905 -3.495 -0.641
O 1.887 -2.593 -0.199
H 1.364 -4.038 -1.471
H 0.645 -4.212 0.149
H -1.086 -3.472 -1.487
H -0.077 -2.072 -1.905
C -2.140 -1.100 -0.354
H -2.986 -1.758 -0.570
C -1.913 -0.196 -1.567
N -2.941 0.833 -1.668
H -2.890 1.240 -2.596
C -2.850 1.904 -0.680
C -1.472 2.516 -0.558
C -0.925 3.215 -1.625
C 0.373 3.718 -1.594
C 1.104 3.487 -0.455
C 0.562 2.793 0.627
C -0.719 2.301 0.600
H -1.124 1.767 1.442
O 1.496 2.705 1.626
C 2.648 3.356 1.135
O 2.392 3.852 -0.161
H 3.486 2.641 1.099
H 2.912 4.191 1.803
H 0.791 4.259 -2.426
H -1.522 3.378 -2.510
H -3.577 2.666 -0.974
H -3.160 1.505 0.288
H -0.904 0.244 -1.525
H -1.978 -0.794 -2.479
H -2.416 -0.492 0.507
*
```

---

An isolated molecule of C17H25NO4, computed with ωB97M-V/def2-TZVPD.

For the total energy, the calculation gives -1018.52073 Ha. The energy above the lowest of the compared OMol25 structures with the same formula, charge and spin comes out at 20.36 kcal/mol. The calculation puts the molecular weight at 307.39 g/mol. The HOMO-LUMO gap is 9.271 eV.

```
! wB97M-V def2-TZVPD RIJCOSX def2/J DEFGRID3
* xyz 0 1
C -6.395 -1.418 1.149
H -6.580 -0.621 1.865
H -7.159 -2.180 1.281
H -5.431 -1.869 1.370
C -6.433 -0.880 -0.281
C -6.106 -1.990 -1.278
H -6.861 -2.771 -1.227
H -6.086 -1.601 -2.294
H -5.142 -2.441 -1.059
C -5.528 0.345 -0.462
C -4.044 0.089 -0.214
O -3.372 1.317 -0.442
C -2.032 1.376 -0.302
C -1.216 0.308 0.071
C 0.150 0.480 0.180
C 0.743 1.715 -0.075
C -0.086 2.782 -0.444
C -1.443 2.620 -0.557
H -2.084 3.439 -0.843
H 0.375 3.738 -0.641
C 2.194 1.972 0.020
O 2.661 3.074 -0.175
C 3.082 0.792 0.382
C 4.563 1.190 0.372
N 5.470 0.184 0.901
H 5.173 -0.093 1.832
C 5.670 -0.988 0.056
C 6.090 -2.197 0.890
H 6.338 -3.026 0.233
H 5.282 -2.505 1.552
H 6.964 -1.953 1.491
H 4.784 -1.254 -0.538
C 6.818 -0.682 -0.926
O 7.018 -1.326 -1.917
O 7.578 0.335 -0.542
H 7.168 0.712 0.271
H 4.684 2.095 0.974
H 4.867 1.428 -0.650
H 2.799 0.443 1.380
H 2.895 -0.016 -0.328
H 0.748 -0.370 0.473
H -1.638 -0.663 0.277
H -3.875 -0.239 0.819
H -3.663 -0.675 -0.902
H -5.850 1.135 0.219
H -5.636 0.725 -1.479
H -7.455 -0.538 -0.483
*
```

---

A structure of composition C17H26AlClFN2O3S, computed with ωB97M-V/def2-TZVPD.

For the total energy, the calculation gives -2199.42878 Ha. The calculation puts the molecular weight at 419.91 g/mol. The HOMO-LUMO gap is 7.381 eV.

```
! wB97M-V def2-TZVPD RIJCOSX def2/J DEFGRID3
* xyz -1 1
C 6.213 1.752 -0.405
C 6.226 0.513 -1.298
C 4.892 0.237 -2.035
O 3.919 1.220 -1.765
Al 2.372 0.804 -2.612
F 1.854 -0.780 -2.158
C 0.839 2.027 -2.147
C -0.408 1.462 -2.844
C -1.737 1.962 -2.313
C -2.084 1.510 -0.904
S -2.874 -0.093 -0.755
O -1.965 -0.946 -0.071
O -4.128 0.046 -0.074
Cl -3.114 -0.893 -2.617
H 6.736 1.528 0.522
H 6.766 2.559 -0.870
H 5.209 2.052 -0.146
H 6.479 -0.365 -0.715
H 7.014 0.614 -2.036
H 4.529 -0.751 -1.741
H 5.080 0.193 -3.111
H 2.688 0.820 -4.190
H 0.663 2.137 -1.079
H 1.029 3.018 -2.557
H -0.359 1.711 -3.898
H -0.370 0.376 -2.786
H -1.752 3.047 -2.311
H -2.519 1.665 -3.007
H -1.185 1.487 -0.304
H -2.801 2.199 -0.484
N -3.685 -4.850 1.807
C -4.852 -5.481 1.900
C -6.061 -4.924 1.517
C -6.058 -3.633 1.010
C -4.854 -2.956 0.907
C -3.699 -3.611 1.315
H -4.810 -6.488 2.304
H -6.980 -5.487 1.613
H -6.982 -3.161 0.701
H -4.795 -1.951 0.513
H -2.736 -3.118 1.241
N 0.419 1.700 1.744
C 0.811 0.472 2.083
C 1.111 0.097 3.385
C 1.002 1.042 4.389
C 0.598 2.323 4.054
C 0.320 2.595 2.724
H 0.888 -0.235 1.264
H 1.423 -0.916 3.600
H 1.229 0.785 5.417
H 0.501 3.096 4.804
H 0.002 3.587 2.419
*
```

---

A structure of composition C17H26AsN6OS6W, computed with ωB97M-V/def2-TZVPD.

For the total energy, the calculation gives -5759.35971 Ha. The energy above the lowest of the compared OMol25 structures with the same formula, charge and spin comes out at 23.82 kcal/mol. The calculation puts the molecular weight at 781.60 g/mol. The HOMO-LUMO gap (spin up / spin down) is 5.484 / 5.541 eV.

```
! wB97M-V def2-TZVPD RIJCOSX def2/J DEFGRID3
* xyz -1 1
W 0.641 0.577 0.813
C -1.596 -2.420 -0.228
C -2.295 -1.380 0.649
N -1.923 -0.006 0.323
C -2.657 0.585 -0.799
C -2.371 -0.027 -2.176
N -0.975 -0.245 -2.416
C -0.469 -1.501 -2.880
C 0.255 -2.368 -1.813
N -0.202 -2.081 -0.462
H -2.097 -2.476 -1.193
H -1.722 -3.407 0.236
H -2.008 -1.549 1.689
H -3.382 -1.532 0.581
H -2.093 0.583 1.129
H -2.377 1.639 -0.819
H -3.742 0.529 -0.620
H -2.834 0.649 -2.911
H -2.895 -0.980 -2.284
H -0.409 0.568 -2.584
H 0.241 -1.354 -3.700
H -1.299 -2.076 -3.307
H 1.325 -2.174 -1.846
H 0.106 -3.427 -2.083
H 0.412 -2.521 0.213
S 1.871 0.685 -1.254
C 3.160 -0.497 -1.314
C 3.915 -0.666 -2.477
C 4.919 -1.619 -2.534
C 5.191 -2.412 -1.422
C 4.456 -2.244 -0.261
C 3.434 -1.294 -0.203
S 2.517 -1.007 1.254
H 3.701 -0.038 -3.333
H 5.495 -1.739 -3.443
H 5.978 -3.153 -1.461
H 4.666 -2.844 0.616
S 2.263 5.290 0.559
As 0.917 3.951 1.403
S 1.867 2.017 2.166
S -0.101 2.595 -0.130
S -0.454 4.682 2.821
C -1.387 1.849 5.141
N -0.877 0.561 4.661
C -0.628 -0.485 5.486
C -0.116 -1.638 5.006
C 0.245 -1.703 3.627
N 0.015 -0.671 2.820
C -0.650 0.411 3.312
O -1.004 1.269 2.509
N 0.809 -2.805 3.105
H -0.917 2.070 6.097
H -2.471 1.815 5.256
H -1.126 2.625 4.416
H -0.857 -0.329 6.530
H 0.079 -2.471 5.666
H 1.137 -3.502 3.751
H 1.377 -2.627 2.267
*
```

---

A structure of composition C17H26Br2NO11OsP2S2Sb, computed with ωB97M-V/def2-TZVPD.

For the total energy, the calculation gives -8504.04088 Ha. The calculation puts the molecular weight at 1018.27 g/mol. The HOMO-LUMO gap is 5.877 eV.

```
! wB97M-V def2-TZVPD RIJCOSX def2/J DEFGRID3
* xyz 0 1
Os -0.182 1.969 0.294
C 3.726 3.540 -0.803
C 2.754 2.791 -1.705
O 3.046 3.157 -3.073
P 2.875 0.923 -1.522
O 3.980 0.645 -0.431
O 3.645 0.622 -2.905
O 1.640 0.141 -1.403
P 1.025 3.445 -1.527
O 1.077 4.768 -2.383
O 0.015 2.403 -1.936
O 0.588 3.855 -0.100
H 4.745 3.216 -1.015
H 3.504 3.363 0.246
H 3.650 4.608 -1.010
H 3.226 2.355 -3.583
H 3.596 0.250 0.375
H 3.360 -0.235 -3.251
H 1.703 4.675 -3.121
Br -3.200 -1.829 -1.162
C -3.648 -0.093 -0.617
C -5.003 0.282 -0.503
C -5.364 1.545 -0.127
Br -7.196 1.986 0.001
C -4.383 2.521 0.174
C -4.597 3.869 0.541
C -3.523 4.681 0.777
C -2.214 4.177 0.678
N -1.995 2.925 0.345
C -3.051 2.103 0.080
C -2.659 0.810 -0.317
O -1.343 0.600 -0.412
H -5.764 -0.453 -0.722
H -5.607 4.244 0.631
H -3.659 5.716 1.054
H -1.342 4.786 0.872
C 2.250 -3.796 2.808
C 1.841 -3.859 1.340
Sb 0.025 -2.779 0.869
C -1.257 -4.514 1.014
C -1.250 -5.095 2.427
C 0.409 -2.855 -1.258
C 0.251 -4.219 -1.917
H 3.124 -4.420 3.009
H 1.448 -4.147 3.463
H 2.481 -2.774 3.109
H 1.698 -4.895 1.018
H 2.619 -3.430 0.703
H -0.932 -5.261 0.289
H -2.268 -4.204 0.742
H -0.263 -5.480 2.693
H -1.959 -5.920 2.526
H -1.519 -4.344 3.173
H 1.435 -2.493 -1.333
H -0.205 -2.100 -1.747
H 0.843 -4.987 -1.413
H 0.576 -4.191 -2.962
H -0.787 -4.556 -1.914
O 1.788 1.843 0.892
S 1.803 1.140 2.266
O 2.368 -0.174 2.088
O 2.349 1.972 3.287
S -0.291 1.179 2.391
*
```

---

An isolated molecule of C17H26FN3O2, computed with ωB97M-V/def2-TZVPD.

For the total energy, the calculation gives -1077.99667 Ha. The energy above the lowest of the compared OMol25 structures with the same formula, charge and spin comes out at 33.87 kcal/mol. The calculation puts the molecular weight at 323.41 g/mol. The HOMO-LUMO gap is 8.742 eV.

```
! wB97M-V def2-TZVPD RIJCOSX def2/J DEFGRID3
* xyz 0 1
C 7.120 3.003 0.191
O 6.177 2.096 -0.312
C 4.877 2.319 0.187
C 3.936 1.272 -0.394
H 2.914 1.532 -0.114
H 4.022 1.299 -1.481
C 4.298 -0.131 0.122
N 3.581 -1.247 -0.474
C 3.918 -1.420 -1.875
H 3.317 -0.793 -2.549
H 3.788 -2.465 -2.158
H 4.966 -1.167 -2.018
C 2.142 -1.225 -0.220
C 1.876 -1.222 1.298
H 1.820 -0.196 1.662
H 2.701 -1.727 1.800
C 0.576 -1.954 1.648
N -0.433 -1.751 0.632
C -1.495 -0.942 0.917
O -1.598 -0.357 1.976
N -2.444 -0.885 -0.088
C -3.593 -0.099 -0.135
C -3.863 0.908 0.790
C -5.009 1.671 0.671
C -5.881 1.428 -0.374
C -5.636 0.436 -1.305
C -4.490 -0.324 -1.181
H -4.287 -1.102 -1.904
H -6.334 0.267 -2.110
F -7.002 2.177 -0.491
H -5.229 2.451 1.382
H -3.177 1.077 1.602
H -2.382 -1.573 -0.823
C -0.089 -2.249 -0.683
H -0.598 -3.205 -0.882
C 1.426 -2.440 -0.819
H 1.761 -3.344 -0.312
H 1.646 -2.547 -1.879
H -0.404 -1.521 -1.439
H 0.752 -3.030 1.745
H 0.171 -1.581 2.589
H 1.678 -0.328 -0.674
H 4.149 -0.158 1.202
H 5.361 -0.295 -0.067
H 4.539 3.330 -0.094
H 4.881 2.258 1.287
H 6.862 4.036 -0.076
H 8.077 2.741 -0.256
H 7.196 2.934 1.284
*
```

---

A cluster of 2 separate species, C17H26N2O6 in total, computed with ωB97M-V/def2-TZVPD.

For the total energy, the calculation gives -1224.09360 Ha. The energy above the lowest of the compared OMol25 structures with the same formula, charge and spin comes out at 180.99 kcal/mol. The calculation puts the molecular weight at 354.40 g/mol. The HOMO-LUMO gap is 10.498 eV.

```
! wB97M-V def2-TZVPD RIJCOSX def2/J DEFGRID3
* xyz 0 1
C 1.374 1.738 0.287
C 1.636 1.027 -1.129
C 0.449 0.025 -1.625
C -0.825 0.937 -1.969
C 0.212 -1.273 -0.725
C 1.589 -1.588 0.091
N 2.651 -1.602 0.686
C 0.081 -2.537 -1.772
C 1.523 -3.246 -2.046
O 2.306 -2.898 -2.974
C -1.054 -1.327 0.247
C -1.298 -0.071 1.210
C -2.471 -1.580 -0.518
N -3.430 -1.518 -1.267
C -0.920 -2.641 1.232
C -0.378 -2.318 2.698
O -1.200 -2.052 3.636
O 1.021 -2.350 3.111
C 1.430 -3.739 2.981
C 2.968 -4.183 2.755
O 0.583 -4.696 3.043
H 0.294 2.065 0.475
H 2.004 2.718 0.284
H 1.808 1.123 1.173
H 1.642 1.882 -1.920
H 2.691 0.548 -1.225
H 0.835 -0.356 -2.657
H -1.765 0.360 -2.305
H -0.520 1.558 -2.907
H -1.063 1.754 -1.165
H -0.335 -2.186 -2.789
H -0.604 -3.369 -1.389
H 1.840 -4.148 -1.381
H -2.145 -0.377 1.947
H -1.716 0.871 0.678
H -0.393 0.272 1.819
H -1.980 -3.097 1.366
H -0.276 -3.473 0.784
H 3.592 -3.851 3.668
H 3.028 -5.342 2.731
H 3.413 -3.818 1.766
C -1.458 6.109 -0.470
C -1.586 4.934 -1.428
O -2.318 3.883 -0.792
O -0.810 5.689 0.726
H -0.878 6.919 -0.915
H -2.448 6.488 -0.192
H -0.600 4.533 -1.675
H -2.098 5.222 -2.351
H -3.236 4.180 -0.710
H -1.136 4.791 0.905
*
```

---

A structure of composition C17H26N4O3S2, computed with ωB97M-V/def2-TZVPD.

For the total energy, the calculation gives -1904.51308 Ha. The energy above the lowest of the compared OMol25 structures with the same formula, charge and spin comes out at 8.81 kcal/mol. The calculation puts the molecular weight at 398.55 g/mol. The HOMO-LUMO gap is 8.096 eV.

```
! wB97M-V def2-TZVPD RIJCOSX def2/J DEFGRID3
* xyz 0 1
C -3.574 3.535 0.107
C -2.745 2.512 0.873
C -2.902 1.109 0.290
C -2.056 0.080 1.044
H -1.137 0.571 1.374
H -2.593 -0.251 1.936
C -1.666 -1.141 0.201
C -0.821 -2.119 1.033
N 0.334 -1.520 1.671
C 1.547 -1.498 1.083
O 1.734 -1.892 -0.051
C 2.674 -0.941 1.962
N 2.904 0.468 1.777
S 3.951 0.877 0.549
O 4.075 2.304 0.560
O 5.132 0.087 0.737
C 3.215 0.363 -1.003
C 3.888 -0.496 -1.822
C 3.341 -0.923 -3.048
C 2.115 -0.491 -3.474
C 1.403 0.399 -2.654
N 0.202 0.936 -2.877
S -0.176 1.880 -1.639
N 1.139 1.659 -0.744
C 1.957 0.833 -1.394
H 1.683 -0.813 -4.407
H 3.909 -1.611 -3.656
H 4.852 -0.852 -1.497
C 1.877 1.397 2.164
H 1.719 1.337 3.243
H 0.932 1.228 1.639
H 2.245 2.387 1.907
H 2.466 -1.133 3.021
H 3.606 -1.434 1.679
H 0.220 -1.134 2.594
H -1.442 -2.573 1.810
H -0.434 -2.899 0.375
C -2.897 -1.861 -0.358
C -2.556 -2.996 -1.318
H -1.867 -2.649 -2.084
H -2.100 -3.836 -0.800
H -3.459 -3.354 -1.806
H -3.494 -2.248 0.471
H -3.508 -1.135 -0.895
H -1.051 -0.800 -0.640
H -2.599 1.130 -0.760
H -3.955 0.826 0.325
H -1.691 2.802 0.836
H -3.051 2.505 1.921
H -4.631 3.281 0.151
H -3.443 4.528 0.531
H -3.272 3.565 -0.937
*
```